1.
This record from the Open Molecules 2025 dataset describes a molecular structure, C2H4INS at a distorted geometry. The level of theory is wB97M-V/def2-TZVPD.

XYZ file:
```
9
Properties=species:S:1:pos:R:3:forces:R:3:lowdin_charge:R:1
I -2.602 0.700 -0.164 -0.4230 -0.1600 0.3768 0.610
S -1.576 -2.273 0.679 -0.3116 -3.0837 3.5024 0.640
N -1.600 -1.196 -0.288 0.1614 3.0659 -3.8441 -1.094
C 0.864 1.090 0.163 2.1846 -0.6017 1.2887 -0.125
C 1.075 -0.134 -0.322 0.5853 0.4126 2.1057 -0.123
H 1.688 -0.880 0.216 0.0526 0.7219 -0.4445 0.063
H 1.506 1.455 1.017 -0.9453 -0.4017 -0.9265 0.070
H 0.487 -0.535 -1.076 -0.8523 -0.4905 -1.5404 -0.007
H 0.158 1.773 -0.225 -0.4520 0.5371 -0.5180 -0.032
```
Positions in Å, forces in eV/Å.

Properties
F_max   4.92 eV/A
Lowest unoccupied orbital energy   -1.5183 eV
Kohn-Sham gap   0.2526 Ha
HOMO level   -8.4 eV
2S+1   1

---

2.
This record from the Open Molecules 2025 dataset describes 2 unconnected molecules or ions with the total composition C2H4IO2PS at a distorted geometry. The level of theory is wB97M-V/def2-TZVPD.

XYZ file:
```
11
Properties=species:S:1:pos:R:3:forces:R:3:lowdin_charge:R:1
I 4.504 0.383 0.103 0.1863 0.1801 -0.0473 0.781
S -1.133 -0.587 0.927 0.7973 0.4001 -2.7331 0.905
P 2.651 -2.588 -0.248 0.7282 0.5174 -0.1310 0.761
O -2.322 -0.676 0.059 0.3307 0.0290 1.0914 -0.492
O -0.029 -1.715 0.306 -0.1422 3.2449 -0.8635 -0.413
C 3.551 -1.336 -0.163 -0.6555 -0.7118 0.1094 -1.406
C -0.108 0.674 0.041 1.1599 0.8682 3.0046 -0.213
H -0.159 -2.507 0.728 -0.6048 -3.2432 1.6984 -0.028
H -0.434 1.703 0.154 -0.4142 -0.0744 0.3613 0.056
H 0.980 0.634 0.257 -0.7116 -0.1878 0.5403 0.040
H -0.153 0.429 -0.941 -0.6740 -1.0226 -3.0306 0.009
```
Positions in Å, forces in eV/Å.

Properties
F_max   3.71 eV/A
Lowest unoccupied orbital energy   0.1139 eV
Kohn-Sham gap   0.3433 Ha
HOMO level   -9.2 eV
2S+1   1

---

3.
This record from the Open Molecules 2025 dataset describes a molecular structure, C2H4Li2O2 at a distorted geometry. The level of theory is wB97M-V/def2-TZVPD.

XYZ file:
```
10
Properties=species:S:1:pos:R:3:forces:R:3:lowdin_charge:R:1
O 1.654 0.057 0.705 -0.2114 0.5661 0.0353 -0.397
O -1.333 0.154 0.566 -0.4963 -0.0241 0.8641 -0.614
C -0.607 0.531 -0.547 0.8251 -1.4059 -0.8685 -0.498
C 0.560 -0.272 -0.807 -1.9989 0.5965 0.0877 -0.175
Li -2.870 0.201 1.386 0.3234 -0.0448 -0.1466 0.138
Li 0.093 0.767 1.595 0.2599 -0.4276 -0.8312 0.408
H 0.448 -1.345 -0.559 0.6802 0.3703 0.1989 0.066
H 1.111 -0.016 -1.722 -0.1103 -0.2091 0.4474 0.061
H 2.193 -0.728 0.821 0.1177 -0.2619 0.1389 -0.043
H -1.249 0.651 -1.439 0.6106 0.8406 0.0741 0.053
```
Positions in Å, forces in eV/Å.

Properties
F_max   2.09 eV/A
Charge   -1
Lowest unoccupied orbital energy (spin up / spin down)   2.7113 / 2.9173 eV
Kohn-Sham gap (spin up / spin down)   0.1136 / 0.1745 Ha
HOMO level (spin up / spin down)   -0.4 / -1.8 eV
2S+1   2

---

In kJ/mol, the energy above the lowest of the compared OMol25 structures with the same formula, charge and spin values for the records above are, in order, 307.0, 17.3, 13.1.
In Ha, the DFT total energy values for the records above are, in order, -829.105954, -1266.206267, -244.104207.